[1]
A 2-piece molecular cluster, C2H5N3O overall. Source: OMol25; level of theory: wB97M-V/def2-TZVPD.

XYZ file:
```
11
Properties=species:S:1:pos:R:3:forces:R:3
C -1.384 0.320 -0.726 1.073 -1.628 0.727
C -1.415 -0.093 0.554 -0.516 1.679 -1.005
N 2.558 0.101 1.197 -0.183 -0.575 -1.755
N 2.326 -0.272 0.147 0.391 0.418 3.736
N 2.036 -0.520 -0.984 -0.326 0.280 -2.654
O -1.113 0.710 1.628 0.934 1.636 -1.524
H -1.523 -0.416 -1.503 -0.500 -0.148 -0.010
H -0.706 1.075 -1.033 0.062 1.330 -0.105
H -1.837 -1.056 0.760 -0.089 -0.227 0.790
H 1.832 -1.467 -1.280 0.130 -0.105 0.655
H -0.774 1.617 1.241 -0.976 -2.660 1.145
```
Positions in Å, forces in eV/Å.

Electronic energy: -318.5987 a.u.
ΔE to the lowest compared entry with this formula, charge and spin: 398.45 kJ/mol
HOMO-LUMO gap: 10.04 eV

***

[2]
One molecule with the formula C5H7N. Source: OMol25; level of theory: wB97M-V/def2-TZVPD.

XYZ file:
```
13
Properties=species:S:1:pos:R:3:forces:R:3
C 0.101 -0.575 2.259 -0.057 -0.052 0.013
C 0.579 -0.381 0.854 -0.173 -0.051 -0.101
N -0.138 -0.718 -0.133 0.257 0.155 0.363
C 0.324 -0.309 -1.453 0.046 0.011 -0.162
C -0.575 0.760 -1.912 -0.321 0.382 -0.163
C -1.355 1.636 -2.181 0.314 -0.337 0.081
H -0.922 -0.955 2.241 0.163 0.011 0.046
H 0.740 -1.262 2.824 -0.028 0.089 -0.102
H 0.116 0.390 2.779 0.011 -0.145 -0.046
H 1.556 0.115 0.720 -0.150 -0.030 -0.037
H 0.267 -1.162 -2.139 -0.031 0.133 0.100
H 1.366 0.054 -1.454 -0.180 -0.040 0.024
H -2.058 2.408 -2.405 0.146 -0.125 -0.017
```
Positions in Å, forces in eV/Å.

Electronic energy: -249.3809 a.u.
ΔE to the lowest compared entry with this formula, charge and spin: 242.49 kJ/mol
SMILES: C#CC/N=C/C
HOMO-LUMO gap: 11.00 eV

***

[3]
A 8-piece molecular cluster, C30H81N5O13 overall. Source: OMol25; level of theory: wB97M-V/def2-TZVPD.

XYZ file:
```
129
Properties=species:S:1:pos:R:3:forces:R:3
O -0.509 1.803 0.678 0.892 0.168 0.218
H 0.108 2.439 1.039 0.328 0.009 -0.015
H -1.341 2.275 0.631 -1.437 0.171 -0.063
O -1.545 -1.238 -2.466 -0.452 -0.071 -0.575
H -1.051 -1.711 -3.135 -0.002 -0.086 -0.278
H -0.981 -1.257 -1.693 0.325 0.230 0.845
O -0.358 -0.729 -0.012 0.275 -0.618 -0.393
H -0.595 0.186 0.141 0.171 0.705 0.021
H -0.763 -1.206 0.713 -0.055 -0.798 0.394
C -3.155 5.304 3.546 -0.962 -0.349 0.580
O -3.938 4.583 2.603 0.720 -0.252 -0.551
C -3.354 4.625 1.291 -1.027 -0.036 -0.349
C -3.931 3.526 0.338 0.663 0.293 0.248
N -3.302 2.229 0.626 -0.547 0.410 -0.274
C -3.682 1.052 -0.229 0.223 0.968 1.025
C -5.137 0.800 -0.508 0.304 -0.638 1.520
O -5.868 0.476 0.713 3.553 1.009 -1.625
C -7.150 0.262 0.412 -3.603 -0.014 1.053
H -3.864 5.576 4.329 0.143 -0.035 0.184
H -2.711 6.242 3.213 0.017 -0.064 -0.563
H -2.394 4.657 3.982 0.254 0.008 -0.050
H -2.267 4.572 1.360 0.185 -0.287 -0.060
H -3.609 5.620 0.927 0.113 0.061 -0.543
H -3.713 3.751 -0.706 0.121 0.424 -0.027
H -5.016 3.484 0.429 -0.185 0.150 0.186
H -3.595 2.075 1.580 0.092 -0.744 0.259
H -3.188 0.259 0.331 -0.135 -0.544 -0.664
H -3.314 1.174 -1.247 0.863 0.035 0.178
H -5.191 -0.057 -1.180 -0.129 -0.087 -0.200
H -5.495 1.684 -1.035 -0.740 0.081 0.197
H -7.447 -0.688 -0.033 0.553 -0.367 -0.339
H -7.617 1.053 -0.174 0.094 0.255 -0.329
H -7.652 0.300 1.378 -0.464 -0.151 0.032
C 2.371 0.408 2.481 0.274 0.258 -1.403
O 2.828 -0.138 3.688 0.079 0.520 1.539
C 3.895 0.601 4.267 -0.126 -1.080 -0.493
C 4.129 0.002 5.625 -0.248 1.149 0.009
N 5.377 0.570 6.236 -1.219 -4.326 1.948
C 5.580 0.177 7.635 -0.377 1.512 0.787
C 5.732 -1.377 7.851 1.080 0.110 -0.635
O 7.015 -1.721 7.344 -0.588 0.104 -0.537
C 6.994 -3.072 6.897 0.599 -1.325 0.299
H 1.530 -0.127 2.041 0.055 -0.418 0.501
H 3.192 0.333 1.768 -0.001 0.233 -0.357
H 2.053 1.449 2.545 0.134 0.195 0.381
H 3.724 1.664 4.438 -0.234 0.188 -0.674
H 4.810 0.387 3.715 0.159 0.626 -0.556
H 4.261 -1.072 5.495 0.494 -0.249 0.079
H 3.220 0.134 6.213 0.417 0.245 0.578
H 6.199 0.123 5.856 0.756 0.802 -1.558
H 4.825 0.624 8.281 -0.317 -0.362 -0.161
H 6.533 0.566 7.993 0.165 0.079 -0.257
H 4.984 -2.004 7.364 -0.348 0.345 0.079
H 5.700 -1.520 8.931 -0.126 0.135 0.142
H 7.008 -3.729 7.768 -0.824 -0.102 0.157
H 7.881 -3.467 6.402 0.475 1.246 -0.246
H 6.184 -3.281 6.198 -0.328 0.060 0.264
C -1.050 2.426 -2.973 -0.571 -0.220 -0.919
O -2.264 2.748 -3.720 0.239 -0.202 1.288
C -2.998 1.584 -4.196 0.442 0.926 -0.823
C -4.480 1.960 -4.409 0.586 -0.595 -0.617
N -5.212 1.216 -5.479 0.693 0.074 2.174
C -6.589 1.694 -5.577 1.142 -0.892 -1.810
C -7.107 0.969 -6.825 -1.936 0.263 0.831
O -6.440 1.426 -7.952 1.392 0.264 -0.821
C -7.000 1.158 -9.216 -0.811 0.759 -0.352
H -1.236 1.808 -2.094 -0.211 -0.300 -0.163
H -0.504 3.293 -2.604 -0.671 0.559 -0.287
H -0.348 1.941 -3.650 0.025 -0.418 0.063
H -2.884 0.745 -3.509 0.127 -0.115 -0.153
H -2.575 1.383 -5.180 0.187 -0.636 -0.054
H -4.506 3.005 -4.719 -0.063 0.444 0.848
H -4.912 1.704 -3.442 -0.776 0.679 -0.128
H -4.786 1.399 -6.377 0.208 0.037 -0.084
H -6.611 2.754 -5.830 -0.161 0.428 0.142
H -7.214 1.536 -4.698 0.241 -0.385 0.018
H -8.158 1.256 -6.838 -0.520 -0.033 -0.588
H -7.088 -0.119 -6.761 0.313 -0.134 0.277
H -6.978 0.144 -9.615 -0.060 -0.479 0.783
H -6.532 1.723 -10.022 0.645 0.352 0.521
H -8.013 1.562 -9.208 -0.443 -0.418 -0.084
C 2.824 -1.020 -1.386 0.441 0.920 -0.026
O 3.847 -0.416 -2.158 0.964 -0.789 -0.142
C 4.652 -1.383 -2.863 -1.265 0.526 -1.111
C 5.427 -0.668 -3.984 0.202 0.749 1.599
N 6.625 -0.008 -3.385 -0.481 0.286 -0.985
C 7.346 0.772 -4.409 1.185 -0.026 0.238
C 8.658 1.517 -3.986 -0.881 -0.993 -0.362
O 9.774 0.663 -3.956 0.937 -0.936 0.424
C 10.648 0.669 -5.100 -1.391 0.965 0.614
H 2.209 -0.180 -1.062 -0.349 -0.295 -0.085
H 3.222 -1.483 -0.483 0.096 -0.365 0.068
H 2.264 -1.741 -1.981 -0.221 -0.051 0.082
H 3.939 -2.052 -3.346 -0.174 -0.269 -0.273
H 5.240 -2.056 -2.240 0.423 0.426 0.450
H 4.769 0.110 -4.372 -0.040 0.063 0.047
H 5.645 -1.322 -4.828 0.242 -0.359 0.017
H 7.214 -0.783 -3.113 0.445 0.073 0.214
H 6.753 1.552 -4.885 -0.666 -0.263 0.291
H 7.677 0.088 -5.190 -0.009 -0.027 -0.556
H 8.558 1.934 -2.984 -0.074 0.260 -0.095
H 8.786 2.279 -4.755 0.194 0.405 0.176
H 11.058 1.677 -5.162 0.351 0.037 -0.266
H 10.019 0.501 -5.974 0.386 -0.292 -0.381
H 11.452 -0.059 -4.984 -0.358 -0.035 0.102
C -1.326 -6.266 0.234 0.296 1.638 0.397
O -1.726 -5.196 1.118 -0.923 -0.043 0.043
C -2.546 -4.144 0.532 0.778 -0.682 0.858
C -2.709 -3.013 1.595 -0.287 -0.333 -1.287
N -1.402 -2.672 2.143 -0.629 0.713 1.071
C -1.455 -1.624 3.221 0.388 -1.271 -0.414
C -1.933 -2.147 4.587 -0.528 -0.306 0.078
O -1.322 -3.394 4.973 0.591 0.881 -1.038
C -1.646 -3.829 6.264 -0.731 0.206 0.101
H -0.554 -5.786 -0.367 0.065 -0.539 -0.667
H -2.138 -6.671 -0.370 -0.101 0.091 -0.001
H -0.858 -7.057 0.820 -0.224 0.140 0.151
H -3.490 -4.579 0.203 -0.333 0.119 0.248
H -2.079 -3.752 -0.371 0.366 0.183 -0.001
H -3.469 -3.248 2.340 0.039 -0.424 0.254
H -3.124 -2.160 1.058 0.051 0.224 -0.142
H -1.176 -3.506 2.666 0.826 -0.380 -0.197
H -2.048 -0.768 2.899 -0.320 -0.076 0.085
H -0.438 -1.240 3.311 0.152 -0.070 0.186
H -3.010 -2.308 4.609 -0.291 -0.032 -0.284
H -1.776 -1.339 5.302 0.405 -0.052 0.457
H -2.713 -4.028 6.363 -0.354 0.082 -0.090
H -1.410 -3.049 6.989 0.283 -0.106 0.317
H -1.169 -4.783 6.486 0.408 0.289 -0.162
```
Positions in Å, forces in eV/Å.

Electronic energy: -2442.8852 a.u.
ΔE to the lowest compared entry with this formula, charge and spin: 0.00 kJ/mol
HOMO-LUMO gap (spin up / spin down): 7.19 / 1.48 eV
Charge: +1
Multiplicity: 2